ORCA calculation (ωB97M-V/def2-TZVPD) on a molecular structure, C69H152AsF6N7 in a non-equilibrium geometry.

As for the gap between HOMO and LUMO: 9.82 eV. As for the total charge: +6. For the total energy, the calculation gives -161534.4624 eV. Its molar mass is 1268.93 g mol⁻¹.

Each line ends with the Mulliken charge.
CARTESIAN COORDINATES (ANGSTROEM)
C1 -2.6499 3.9692 -6.8146  -1.594
C2 -1.4511 3.5387 -5.9337  0.437
C3 -0.6809 2.4840 -6.7157  -0.745
C4 0.3616 1.7165 -5.9656  0.053
N1 1.0069 0.5414 -6.7160  0.312
C5 2.0221 -0.2643 -5.8418  -0.385
C6 1.1204 -1.3642 -5.1447  0.380
C7 -0.3267 -1.2536 -5.7306  -0.385
C8 -0.0076 -0.5962 -7.0496  -0.826
C9 1.7880 1.0245 -7.9767  -0.958
H1 -3.2596 4.6862 -6.2648  0.385
H2 -3.2869 3.1118 -7.0318  0.412
H3 -2.3367 4.4883 -7.7205  0.407
H4 -1.8376 3.2837 -4.9469  -0.401
H5 -0.7941 4.3978 -5.7980  0.314
H6 -0.0507 2.9499 -7.4733  0.409
H7 -1.4535 1.9170 -7.2350  0.248
H8 -0.0615 1.3519 -5.0296  -0.377
H9 1.1630 2.3927 -5.6679  0.384
H10 2.7931 -0.7540 -6.4367  0.458
H11 2.5644 0.4578 -5.2314  -0.143
H12 1.4595 -2.3751 -5.3709  0.626
H13 1.1026 -1.3417 -4.0551  -0.661
H14 -0.7813 -2.2441 -5.7108  0.671
H15 -0.9822 -0.6146 -5.1389  0.011
H16 0.5276 -1.2686 -7.7201  0.480
H17 -0.8883 -0.1054 -7.4639  0.373
H18 2.3530 1.8719 -7.5885  0.411
H19 1.0669 1.4348 -8.6838  0.366
H20 2.4168 0.2715 -8.4519  0.402
C10 -0.7441 3.6927 2.2204  -2.029
C11 0.0731 2.5677 2.8569  0.873
C12 -0.7369 1.7664 3.9209  0.666
C13 -0.8492 2.6373 5.2579  -1.314
N2 -1.4630 1.7824 6.3867  0.320
C14 -1.4092 2.6706 7.7463  -0.551
C15 -1.4403 1.6849 8.8882  -0.938
C16 -0.6632 0.5180 8.3509  -0.812
C17 -0.6007 0.5737 6.8263  0.341
C18 -2.9332 1.3470 6.0037  -0.829
H21 -1.7660 3.3605 2.0373  0.446
H22 -0.3547 4.2043 1.3402  0.325
H23 -0.9868 4.3567 3.0501  0.539
H24 0.9961 3.0017 3.2414  0.495
H25 0.3564 1.8808 2.0593  -0.600
H26 -0.0103 0.9804 4.1268  -0.914
H27 -1.6395 1.2810 3.5496  0.787
H28 -1.5337 3.4519 5.0213  0.562
H29 0.1633 2.9122 5.5535  0.277
H30 -2.2838 3.3212 7.7449  0.476
H31 -0.4860 3.2439 7.8306  0.383
H32 -2.4833 1.5049 9.1487  0.361
H33 -0.9786 1.9959 9.8253  0.393
H34 -1.1645 -0.4274 8.5580  0.442
H35 0.3348 0.4649 8.7861  0.434
H36 -0.8859 -0.3569 6.3356  0.289
H37 0.4095 0.8369 6.5129  -0.338
H38 -3.2141 0.6701 6.8105  0.435
H39 -2.8409 0.7300 5.1099  0.295
H40 -3.5758 2.2233 5.9185  0.292
C19 2.1070 6.9046 -0.2367  -1.449
C20 1.6038 5.9800 -1.4433  0.471
C21 2.1474 4.5569 -1.3026  0.593
C22 3.6910 4.4660 -1.7303  -0.992
N3 4.2301 3.0041 -1.6804  0.588
C23 5.8132 2.9686 -1.6707  -0.460
C24 6.2057 3.2864 -3.1112  -0.725
C25 5.0994 2.6783 -3.9657  -0.820
C26 4.0419 2.1867 -2.9638  -0.071
C27 3.7349 2.0878 -0.5057  -1.711
H41 2.0831 6.3629 0.7089  0.303
H42 1.4925 7.8046 -0.2181  0.485
H43 3.1245 7.2450 -0.4289  0.408
H44 1.9146 6.4526 -2.3751  0.568
H45 0.5142 5.9586 -1.4240  -0.854
H46 1.6028 3.9063 -1.9869  -0.271
H47 2.1729 4.2112 -0.2692  0.076
H48 4.3003 5.0166 -1.0136  0.426
H49 3.8442 4.8244 -2.7482  0.376
H50 6.0070 1.9140 -1.4749  0.361
H51 6.2439 3.5714 -0.8712  0.402
H52 7.1536 2.7795 -3.2918  0.395
H53 6.2096 4.3463 -3.3658  0.281
H54 5.4655 1.8463 -4.5673  0.463
H55 4.6572 3.2468 -4.7838  0.461
H56 4.2151 1.1242 -2.7931  0.177
H57 3.0438 2.3312 -3.3773  -0.269
H58 3.8668 2.6298 0.4308  0.837
H59 4.2182 1.1133 -0.4365  0.387
H60 2.6569 1.9541 -0.5967  0.300
C28 -6.8215 1.0761 -2.2475  -1.322
C29 -5.4142 1.4751 -2.5284  0.655
C30 -5.1065 2.7711 -1.7477  -0.971
C31 -3.7562 3.3629 -2.1086  0.373
N4 -3.7045 4.8741 -1.8038  0.038
C32 -2.2918 5.4653 -2.0228  0.178
C33 -2.2554 6.7033 -1.1252  -0.262
C34 -3.2830 6.4876 -0.0365  -0.887
C35 -3.9288 5.1644 -0.3539  -0.128
C36 -4.6519 5.7085 -2.7869  -0.865
H61 -7.3211 0.9125 -3.2023  0.346
H62 -7.3785 1.7058 -1.5536  0.380
H63 -6.8921 0.1068 -1.7538  0.247
H64 -5.3396 1.7031 -3.5917  0.504
H65 -4.7754 0.6464 -2.2231  -0.506
H66 -5.2022 2.4536 -0.7094  0.463
H67 -5.8052 3.5980 -1.8740  0.357
H68 -3.5263 3.3064 -3.1726  0.059
H69 -2.9862 2.8486 -1.5335  -0.480
H70 -2.2351 5.6758 -3.0908  0.338
H71 -1.5550 4.7484 -1.6604  -0.430
H72 -2.3252 7.6141 -1.7199  0.516
H73 -1.2810 6.7657 -0.6407  -0.039
H74 -4.0117 7.2979 -0.0155  0.280
H75 -2.8887 6.4469 0.9789  0.467
H76 -4.9894 5.1174 -0.1070  0.549
H77 -3.3745 4.4794 0.2878  -0.137
H78 -4.4253 5.5115 -3.8347  0.275
H79 -4.4554 6.7350 -2.4774  0.466
H80 -5.6706 5.5280 -2.4436  0.431
C37 -1.6684 -6.6194 -4.7406  -1.500
C38 -1.8965 -6.1862 -3.3292  0.064
C39 -2.8906 -4.9999 -3.3261  -0.217
C40 -3.5782 -4.9018 -1.9771  -0.809
N5 -4.5590 -3.6197 -1.9058  0.497
C41 -5.1225 -3.5278 -0.4731  -0.865
C42 -4.1536 -2.6489 0.3086  -0.590
C43 -3.1703 -2.0589 -0.6544  1.640
C44 -3.9081 -2.2396 -1.9496  -0.815
C45 -5.6761 -3.7391 -3.0350  -1.102
C46 -6.4669 -5.0767 -2.9935  0.039
C47 -7.4752 -5.0457 -4.0690  -1.545
H81 -2.5993 -6.6560 -5.3066  0.382
H82 -1.2482 -7.6251 -4.7424  0.417
H83 -0.9409 -5.9472 -5.1956  0.300
H84 -0.8858 -5.8668 -3.0749  -0.212
H85 -2.2090 -7.0076 -2.6844  0.591
H86 -3.6814 -5.1896 -4.0520  0.324
H87 -2.4421 -4.1407 -3.8248  0.254
H88 -2.7466 -4.7799 -1.2831  -0.107
H89 -4.1027 -5.7804 -1.6016  0.481
H90 -6.0624 -2.9785 -0.5269  0.350
H91 -5.2848 -4.5481 -0.1257  0.491
H92 -4.7647 -1.8869 0.7924  0.549
H93 -3.7562 -3.3020 1.0855  0.151
H94 -3.0885 -0.9966 -0.4245  -0.250
H95 -2.2323 -2.6096 -0.5832  -0.963
H96 -4.6957 -1.4975 -2.0804  0.327
H97 -3.1439 -2.2143 -2.7264  0.249
H98 -5.1755 -3.6245 -3.9965  0.422
H99 -6.2853 -2.8455 -2.8995  0.722
H100 -7.0520 -5.3798 -2.1252  0.347
H101 -5.7601 -5.8530 -3.2867  0.160
H102 -8.0777 -5.9487 -3.9700  0.433
H103 -7.0913 -5.0714 -5.0889  0.363
H104 -8.2034 -4.2507 -3.9085  0.365
C48 7.0923 -2.5878 7.2319  -1.093
C49 7.0122 -1.1038 6.9226  -0.729
C50 5.6646 -0.4544 6.6011  -0.702
C51 5.0106 -1.0988 5.2776  -1.064
N6 3.5775 -0.6307 5.0542  1.237
C52 3.0988 -1.2558 3.7753  -0.376
C53 3.5959 -0.3657 2.6324  0.945
C54 4.0018 1.0360 3.2246  -0.276
C55 3.4948 0.8836 4.6747  -0.676
C56 2.6468 -0.9944 6.2247  -0.558
C57 2.6927 -2.4152 6.7116  -0.478
C58 1.5305 -2.6810 7.6532  -1.244
H105 8.1086 -2.9724 7.3182  0.401
H106 6.5849 -3.1203 6.4274  0.267
H107 6.5693 -2.7690 8.1709  0.291
H108 7.5964 -0.9957 6.0088  0.333
H109 7.4282 -0.4777 7.7120  0.442
H110 5.7187 0.6330 6.5482  0.395
H111 5.1468 -0.6022 7.5488  0.281
H112 4.8774 -2.1731 5.4048  0.451
H113 5.4520 -0.9008 4.3008  0.671
H114 2.0280 -1.4162 3.9013  -0.519
H115 3.5308 -2.2441 3.6182  0.517
H116 2.7176 -0.1434 2.0264  -1.277
H117 4.2998 -0.8319 1.9430  0.732
H118 3.5109 1.8683 2.7202  0.237
H119 5.0892 1.1058 3.2527  0.384
H120 2.5246 1.3385 4.8742  -0.226
H121 4.1351 1.4931 5.3125  0.767
H122 1.6250 -0.7462 5.9378  -0.441
H123 2.9432 -0.3506 7.0527  0.838
H124 3.6782 -2.5217 7.1650  0.348
H125 2.5548 -3.1397 5.9089  0.133
H126 1.0986 -1.8662 8.2342  0.215
H127 1.9329 -3.3794 8.3870  0.427
H128 0.7279 -3.1192 7.0600  0.361
C59 -1.0550 -1.6094 3.0326  -0.269
C60 -0.4838 -3.0239 3.1691  -0.832
C61 -0.1281 -3.6066 1.8221  1.386
C62 1.2746 -4.2476 1.8343  -1.574
N7 1.7119 -4.7839 0.4457  0.905
C63 2.9250 -5.6419 0.4532  -0.727
C64 2.5756 -7.0895 -0.0148  -1.005
C65 1.3587 -6.8583 -0.8045  -0.533
C66 0.6121 -5.7866 -0.0398  -0.557
C67 1.8762 -3.6853 -0.6632  -0.339
C68 2.9278 -2.6597 -0.3570  0.196
C69 3.3584 -1.8235 -1.5783  -1.450
H129 -1.7555 -1.4393 2.2150  -0.098
H130 -0.2150 -0.9227 2.9275  -0.209
H131 -1.5607 -1.3748 3.9692  0.584
H132 -1.2713 -3.5934 3.6626  0.537
H133 0.3825 -2.9880 3.8296  0.061
H134 -0.0306 -2.8456 1.0478  -0.807
H135 -0.9475 -4.1940 1.4077  0.299
H136 1.4843 -5.0324 2.5611  0.722
H137 2.0622 -3.6046 2.2271  0.276
H138 3.7205 -5.2046 -0.1501  0.374
H139 3.4536 -5.5235 1.3991  0.597
H140 3.3332 -7.4623 -0.7042  0.392
H141 2.4891 -7.7062 0.8798  0.350
H142 1.5237 -6.3833 -1.7716  0.332
H143 0.7588 -7.7642 -0.8917  0.489
H144 -0.1612 -5.3255 -0.6542  -0.232
H145 0.1510 -6.1965 0.8588  0.721
H146 0.8730 -3.2614 -0.7078  -0.399
H147 1.9779 -4.0268 -1.6933  0.639
H148 3.7760 -3.1187 0.1508  0.871
H149 2.5467 -1.9255 0.3528  -0.625
H150 3.5666 -2.4354 -2.4559  0.599
H151 4.3046 -1.3196 -1.3812  0.423
H152 2.7462 -0.9676 -1.8626  -0.198
As1 -0.1795 0.7780 -1.3042  2.587
F1 0.7453 0.3618 0.2108  -0.507
F2 -0.4613 -1.0342 -1.5244  -0.582
F3 -1.0853 1.1994 -2.7385  -0.732
F4 -0.0108 2.5506 -1.1014  -0.492
F5 1.3045 0.7319 -2.3273  -0.259
F6 -1.6709 0.8747 -0.2927  -0.669